(1)
# C35H42N7O2PReS

A molecular structure, C35H42N7O2PReS (ωB97M-V/def2-TZVPD, OMol25).

Cartesian coordinates (Å):
Re -0.384 1.312 0.662
O -2.058 1.988 2.892
C -1.620 0.950 2.457
C -1.921 -0.360 3.067
C -2.586 -0.438 4.292
C -2.962 -1.678 4.770
C -2.711 -2.826 4.018
C -2.058 -2.744 2.799
C -1.632 -1.501 2.338
P -0.830 -1.204 0.749
C 0.606 -2.314 0.675
C 1.370 -2.328 -0.493
C 2.482 -3.147 -0.602
C 2.850 -3.960 0.462
C 2.103 -3.946 1.631
C 0.987 -3.129 1.740
C -2.061 -1.927 -0.387
C -1.809 -3.051 -1.170
C -2.821 -3.599 -1.947
C -4.089 -3.037 -1.941
C -4.352 -1.929 -1.144
C -3.344 -1.377 -0.371
H -2.812 0.470 4.834
H -3.473 -1.759 5.720
H -3.040 -3.789 4.386
H -1.897 -3.638 2.209
H 1.103 -1.696 -1.331
H 3.059 -3.150 -1.518
H 3.718 -4.601 0.380
H 2.387 -4.575 2.464
H 0.434 -3.122 2.669
H -0.834 -3.520 -1.156
H -2.621 -4.480 -2.543
H -4.880 -3.476 -2.535
H -5.350 -1.511 -1.110
H -3.564 -0.535 0.279
C -2.407 2.549 -0.565
N -2.509 1.691 -1.723
C -3.868 1.377 -2.167
C -1.421 1.037 -2.164
N -0.315 1.037 -1.371
C 1.017 0.877 -1.885
C 1.389 0.950 -3.225
C 2.705 0.725 -3.598
C 3.658 0.422 -2.640
C 3.316 0.441 -1.299
C 2.012 0.735 -0.915
N 1.637 0.959 0.431
C 2.497 1.582 1.277
N 2.360 1.322 2.591
C 2.641 2.319 3.617
C 1.987 0.006 3.091
N 3.413 2.462 0.870
C 3.259 3.287 -0.325
C 4.702 2.613 1.544
N -1.483 0.417 -3.352
C -0.832 -0.859 -3.620
C -2.192 0.984 -4.499
H -3.324 3.122 -0.443
H -1.588 3.256 -0.657
H -2.391 1.944 0.386
H -4.509 1.300 -1.290
H -3.883 0.421 -2.679
H -4.261 2.158 -2.819
H 0.664 1.202 -3.983
H 2.980 0.782 -4.643
H 4.678 0.209 -2.934
H 4.068 0.258 -0.541
H 2.712 3.306 3.170
H 3.560 2.102 4.165
H 1.811 2.319 4.325
H 1.862 -0.682 2.263
H 1.060 0.062 3.667
H 2.775 -0.369 3.748
H 2.242 3.237 -0.705
H 3.955 2.971 -1.104
H 3.473 4.321 -0.057
H 4.846 1.821 2.272
H 4.785 3.583 2.035
H 5.488 2.540 0.791
H -0.402 -1.261 -2.709
H -0.056 -0.763 -4.379
H -1.591 -1.557 -3.975
H -2.507 2.002 -4.292
H -3.055 0.379 -4.778
H -1.503 1.007 -5.345
O 0.647 5.417 0.450
S 0.402 4.515 1.560
N 0.103 3.093 1.179

spin multiplicity	2
E_tot	-73742.68723	eV
HOMO-LUMO gap (alpha / beta)	0.2596 / 0.2330	Ha
total charge	+2

***

(2)
# C35H43BN9O3PbSi

A molecular structure, C35H43BN9O3PbSi (ωB97M-V/def2-TZVPD, OMol25).

Cartesian coordinates (Å):
Pb -1.236 0.402 -1.338
C 1.656 -2.954 -2.670
C 1.069 -2.012 -1.826
N 0.372 -1.108 -2.519
N 0.488 -1.468 -3.833
C 1.266 -2.560 -3.932
B -0.120 -0.757 -5.088
N 0.237 0.749 -5.053
C 1.495 1.242 -5.070
C 1.412 2.616 -5.011
C 0.027 2.868 -4.963
N -0.673 1.740 -4.987
N -1.640 -0.969 -5.176
C -2.338 -1.191 -6.311
C -3.663 -1.363 -5.972
C -3.670 -1.231 -4.571
N -2.450 -0.999 -4.109
H 2.272 -3.792 -2.385
H 1.130 -1.954 -0.751
H 1.478 -2.988 -4.900
H 0.369 -1.284 -6.061
H 2.348 0.581 -5.136
H 2.219 3.334 -5.003
H -0.483 3.820 -4.907
H -1.844 -1.212 -7.272
H -4.489 -1.565 -6.633
H -4.509 -1.291 -3.892
C 4.060 0.398 -0.093
O 4.469 -0.915 0.245
C 3.958 -1.559 1.323
C 4.729 -2.670 1.679
C 4.447 -3.440 2.785
C 3.385 -3.074 3.602
C 2.614 -1.985 3.257
C 2.825 -1.234 2.090
N 1.891 -0.195 1.808
C 0.545 -0.232 2.137
N 0.006 -1.507 2.384
C -0.937 -2.096 1.459
C -1.385 -1.511 0.252
C -2.303 -2.262 -0.488
C -2.772 -3.508 -0.104
C -2.314 -4.056 1.074
C -1.398 -3.364 1.852
O -0.978 -4.091 2.950
C -0.671 -3.472 4.181
N -0.109 0.855 2.219
C -1.418 0.920 2.685
C -2.425 1.530 1.931
C -3.689 1.745 2.454
C -3.983 1.370 3.758
C -3.003 0.756 4.525
C -1.746 0.526 3.994
O -0.773 -0.108 4.739
C -0.368 0.600 5.907
H 4.727 0.723 -0.885
H 4.178 1.084 0.755
H 3.046 0.417 -0.469
H 5.565 -2.902 1.029
H 5.075 -4.288 3.032
H 3.158 -3.633 4.502
H 1.806 -1.682 3.906
H 2.163 0.664 1.356
H -0.397 -1.489 3.307
H -2.657 -1.864 -1.442
H -3.487 -4.052 -0.711
H -2.642 -5.030 1.420
H -0.718 -4.259 4.932
H -1.404 -2.703 4.450
H 0.332 -3.046 4.194
H -2.187 1.848 0.922
H -4.448 2.225 1.848
H -4.964 1.552 4.177
H -3.216 0.443 5.541
H 0.545 0.127 6.263
H -1.126 0.550 6.691
H -0.167 1.648 5.673
C 0.533 4.153 1.481
Si 0.164 4.008 -0.377
C -1.512 4.860 -0.572
C 1.468 5.195 -1.097
C 0.216 2.427 -1.335
H 0.954 5.145 1.678
H 1.250 3.404 1.832
H -0.376 4.048 2.081
H -1.518 5.826 -0.056
H -2.314 4.246 -0.143
H -1.760 5.035 -1.626
H 1.418 6.188 -0.639
H 1.354 5.309 -2.182
H 2.473 4.791 -0.918
H -0.185 2.730 -2.314
H 1.270 2.225 -1.540

ΔE to the lowest compared entry with this formula, charge and spin	1.269	eV
spin multiplicity	1
E_tot	-70348.90479	eV
HOMO-LUMO gap	0.2443	Ha
total charge	-1

***

(3)
# C35H43ClHoN2Si2

A molecular structure, C35H43ClHoN2Si2 at a distorted geometry (ωB97M-V/def2-TZVPD, OMol25).

Cartesian coordinates (Å):
C 2.462 0.222 4.323
C 2.591 0.984 3.120
C 1.299 1.485 2.779
H 3.526 1.232 2.616
C 0.376 1.044 3.778
C 1.088 0.256 4.723
H 0.670 -0.172 5.634
H 3.277 -0.217 4.894
H 1.074 2.197 1.985
H -0.672 1.329 3.850
Ho 1.153 -1.013 2.588
Si -1.707 2.282 -2.692
C -1.412 1.741 -4.458
C -2.262 0.769 -5.026
H -3.214 0.524 -4.541
C -1.855 0.071 -6.171
H -2.480 -0.739 -6.553
C -0.647 0.404 -6.802
H -0.302 -0.176 -7.660
C 0.104 1.489 -6.335
H 1.007 1.797 -6.873
C -0.279 2.175 -5.176
H 0.292 3.027 -4.801
C -3.548 2.670 -2.603
C -4.100 3.588 -3.517
H -3.436 4.179 -4.157
C -5.491 3.714 -3.625
H -5.916 4.410 -4.352
C -6.340 2.936 -2.828
H -7.427 3.007 -2.940
C -5.793 2.059 -1.886
H -6.442 1.435 -1.266
C -4.405 1.965 -1.739
H -3.983 1.305 -0.976
H -0.872 3.461 -2.401
Si -1.507 -0.101 -1.584
C -1.774 0.878 0.051
C -1.185 2.152 0.231
H -0.395 2.526 -0.433
C -1.584 3.001 1.266
H -1.219 4.033 1.292
C -2.435 2.524 2.260
H -2.698 3.169 3.097
C -2.931 1.223 2.174
H -3.562 0.842 2.976
C -2.631 0.422 1.071
H -3.028 -0.592 1.016
C 0.377 -0.156 -1.814
C 1.260 0.445 -0.899
H 0.914 0.725 0.103
C 2.580 0.743 -1.255
H 3.208 1.333 -0.574
C 3.102 0.253 -2.455
H 4.143 0.451 -2.716
C 2.278 -0.489 -3.311
H 2.696 -0.880 -4.240
C 0.931 -0.696 -2.998
H 0.288 -1.250 -3.686
H -1.877 -1.508 -1.341
Cl -0.494 -2.173 1.125
C 3.012 -2.063 0.235
N 3.053 -2.220 1.696
C 4.377 -1.797 2.223
C 2.830 -3.656 2.030
C 2.675 -3.830 3.539
N 1.463 -3.109 4.044
C 0.279 -3.982 3.845
C 1.630 -2.867 5.494
H 1.977 -2.145 -0.123
H 3.404 -1.084 -0.035
H 3.625 -2.827 -0.267
H 5.155 -2.490 1.856
H 4.604 -0.779 1.887
H 4.375 -1.814 3.321
H 1.946 -4.018 1.487
H 3.707 -4.236 1.693
H 2.566 -4.908 3.763
H 3.562 -3.471 4.078
H 0.424 -4.939 4.375
H -0.617 -3.484 4.229
H 0.134 -4.173 2.778
H 2.536 -2.269 5.668
H 0.759 -2.325 5.883
H 1.734 -3.826 6.033

spin multiplicity	5
E_tot	-94044.42051	eV
HOMO-LUMO gap (alpha / beta)	0.2609 / 0.2678	Ha
total charge	+1